Record 1
{
  "formula": "C33H29AsF3N2S4SbTi",
  "method": "ωB97M-V/def2-TZVPD",
  "homo_ev": [-0.857, -1.724],
  "multiplicity": 3,
  "charge": -2,
  "e_above_lowest_ev": 0.000,
  "gap_ev": [4.96, 5.82],
  "symbols": ["Sb", "As", "Ti", "S", "S", "S", "S", "F", "F", "F", "N", "N", "C", "C", "C", "C", "C", "C", "C", "C", "C", "C", "C", "C", "C", "C", "C", "C", "C", "C", "C", "C", "C", "C", "C", "C", "C", "C", "C", "C", "C", "C", "C", "C", "C", "H", "H", "H", "H", "H", "H", "H", "H", "H", "H", "H", "H", "H", "H", "H", "H", "H", "H", "H", "H", "H", "H", "H", "H", "H", "H", "H", "H", "H"],
  "positions_angstrom": [[-1.078, 2.905, -0.090], [-2.235, -1.898, -1.135], [0.475, -1.830, -0.237], [-1.470, -0.290, 0.211], [-1.851, -3.622, 0.084], [-0.496, -2.004, -2.524], [-4.126, -1.540, -1.988], [2.507, 2.556, -5.239], [-0.897, 9.222, 0.542], [-6.507, 2.651, -3.202], [2.000, -0.595, 0.751], [1.345, -3.214, 1.206], [1.331, 1.499, -3.482], [0.550, 1.621, -2.341], [2.431, -4.910, -0.753], [0.187, 7.124, 0.575], [1.132, -4.599, 1.390], [-4.313, 3.490, -3.045], [0.586, 4.009, -2.540], [-2.929, 2.838, -1.169], [0.223, -6.471, 2.576], [1.735, 2.651, -4.121], [1.537, -6.830, 0.610], [-3.968, 2.040, -0.700], [-2.192, 5.914, -0.186], [1.376, 3.907, -3.679], [0.354, -5.092, 2.444], [0.111, 5.748, 0.396], [1.684, -5.462, 0.439], [0.180, -4.168, 4.805], [3.033, 0.884, 2.121], [2.273, -1.200, 1.956], [-0.955, 7.870, 0.367], [-3.110, 3.543, -2.356], [-5.179, 1.969, -1.376], [3.877, -4.540, -0.423], [0.821, -7.342, 1.682], [0.171, 2.873, -1.849], [-1.066, 5.113, -0.004], [-0.400, -4.189, 3.390], [2.919, -0.309, 2.825], [1.969, -2.573, 2.116], [-5.326, 2.707, -2.528], [-2.149, 7.295, -0.005], [2.451, 0.652, 0.862], [-3.818, 1.415, 0.171], [1.703, 4.783, -4.226], [1.968, -7.499, -0.128], [0.292, 4.995, -2.200], [-0.459, -3.182, 2.977], [-3.129, 5.462, -0.485], [4.422, -5.407, -0.041], [-1.433, -4.543, 3.428], [2.339, -3.107, 2.994], [3.905, -3.760, 0.340], [-0.394, -6.860, 3.379], [0.695, -8.412, 1.794], [1.105, 7.614, 0.873], [4.398, -4.164, -1.305], [3.466, 1.810, 2.466], [3.235, -0.516, 3.837], [-2.299, 4.140, -2.761], [-5.971, 1.311, -1.048], [-3.023, 7.916, -0.152], [2.405, -5.652, -1.555], [2.342, 1.347, 0.041], [1.007, 5.158, 0.565], [0.213, -5.172, 5.233], [1.199, -3.775, 4.815], [0.202, 0.713, -1.858], [-0.426, -3.540, 5.461], [1.594, 0.523, -3.869], [-4.464, 4.025, -3.974], [1.910, -4.025, -1.147]]
}

Record 2
{
  "formula": "C33H29BBiN5O4S2",
  "method": "ωB97M-V/def2-TZVPD",
  "homo_ev": -7.535,
  "multiplicity": 1,
  "e_above_lowest_ev": 2.281,
  "gap_ev": 6.92,
  "symbols": ["Bi", "S", "S", "O", "O", "O", "O", "N", "N", "N", "N", "N", "C", "C", "C", "C", "C", "C", "C", "C", "C", "C", "C", "C", "C", "C", "C", "C", "C", "C", "C", "C", "C", "C", "C", "C", "C", "C", "C", "C", "C", "C", "C", "C", "C", "B", "H", "H", "H", "H", "H", "H", "H", "H", "H", "H", "H", "H", "H", "H", "H", "H", "H", "H", "H", "H", "H", "H", "H", "H", "H", "H", "H", "H", "H"],
  "positions_angstrom": [[-0.426, 1.005, 0.319], [2.816, -0.196, -0.641], [0.723, 4.302, 0.272], [-1.807, -1.262, -0.616], [-2.365, -1.479, 1.615], [2.170, 0.758, -1.886], [3.404, 0.735, 0.294], [1.242, -0.599, -0.203], [-0.084, -2.044, 1.041], [2.183, -2.428, 0.764], [6.097, 2.311, -5.384], [3.187, 4.420, 1.091], [-6.463, -4.195, 0.852], [-7.353, -3.238, 1.587], [0.988, 1.428, 2.042], [3.886, 6.541, -0.063], [1.970, 0.311, 4.013], [-4.428, -2.725, 1.292], [0.982, 0.478, 3.058], [1.734, 5.492, -0.478], [2.362, 7.271, -1.793], [-6.037, -5.378, 1.823], [3.000, 5.492, 0.199], [-3.053, -1.820, -0.465], [5.127, 1.905, -4.415], [-7.267, -4.756, -0.294], [3.605, 7.399, -1.054], [4.884, 0.580, -4.280], [-5.006, -3.091, -1.010], [2.969, 2.286, 3.071], [1.433, 6.358, -1.462], [2.999, 1.253, 4.035], [1.116, -1.689, 0.553], [3.166, 1.140, -2.788], [-0.121, -3.137, 1.836], [3.883, 0.211, -3.448], [-5.283, -3.322, 0.311], [-3.312, -2.076, 0.849], [-3.882, -2.385, -1.421], [2.127, 3.703, 1.266], [2.114, -3.568, 1.442], [0.922, -3.938, 2.088], [4.400, 2.873, -3.704], [3.395, 2.498, -2.869], [2.006, 2.462, 2.125], [-1.293, -1.110, 0.795], [-5.924, -5.145, 2.910], [-5.558, -3.639, -1.822], [-3.510, -2.427, -2.469], [5.420, -0.117, -4.886], [0.515, 6.345, -1.987], [1.824, -0.374, 4.838], [2.231, 8.017, -2.494], [0.122, -0.163, 3.110], [4.744, 6.772, 0.644], [3.081, -4.234, 1.590], [-7.621, -4.053, -1.006], [-7.578, -2.362, 1.026], [2.682, 3.168, -2.325], [-6.625, -5.550, -0.697], [4.667, 3.853, -3.896], [4.266, 8.215, -1.441], [-4.549, -2.840, 2.382], [3.859, 1.060, 4.665], [-8.366, -3.655, 1.761], [6.525, 1.557, -5.941], [3.843, 2.925, 3.028], [6.736, 2.936, -5.067], [-6.793, -6.189, 1.808], [-8.180, -5.215, 0.098], [-6.881, -2.957, 2.593], [-1.095, -3.273, 2.213], [-5.067, -5.814, 1.463], [0.902, -4.785, 2.745], [3.620, -0.831, -3.198]]
}